A cluster of 2 separate species, C24H24ClN3O4S in total at a distorted geometry. Source: the OMol25 dataset; level of theory: ωB97M-V/def2-TZVPD.

Structure (ORCA input):
```
! wB97M-V def2-TZVPD RIJCOSX def2/J DEFGRID3
* xyz 0 1
N -9.66 1.91 0.22
C -8.49 1.82 0.12
C -7.07 1.70 -0.08
C -6.46 0.43 -0.06
C -5.12 0.28 -0.45
C -4.44 1.40 -0.96
S -2.63 1.30 -1.24
C -2.23 1.48 0.41
Cl -1.23 2.54 1.39
O -2.43 -0.05 -1.69
O -2.27 2.42 -2.06
C -4.95 2.69 -0.73
C -6.28 2.84 -0.32
H -7.05 -0.44 0.27
H -4.62 -0.68 -0.32
H -3.23 1.48 0.90
H -4.30 3.58 -0.81
H -6.72 3.84 -0.20
C 4.25 -3.14 0.88
C 3.13 -2.55 0.06
N 2.00 -2.09 0.97
C 0.76 -1.63 0.21
C 0.89 -0.61 -0.87
C 0.44 0.65 -0.70
C 0.98 1.70 -1.52
C 1.83 1.36 -2.58
O 1.83 0.06 -3.03
C 1.48 -0.95 -2.18
O 1.77 -2.08 -2.52
C 2.82 2.22 -3.07
C 3.05 3.40 -2.37
C 2.12 3.84 -1.39
C 1.00 3.04 -1.07
C 2.58 -0.99 1.86
C 3.73 -1.54 2.68
N 3.98 -2.99 2.36
C 2.73 -3.77 2.70
C 1.58 -3.26 1.86
H 4.38 -4.22 0.68
H 5.20 -2.62 0.67
H 3.49 -1.66 -0.47
H 2.72 -3.27 -0.65
H 0.33 -2.54 -0.21
H 0.12 -1.20 1.00
H -0.11 0.84 0.22
H 3.38 1.98 -3.98
H 3.85 4.09 -2.65
H 2.24 4.81 -0.86
H 0.20 3.35 -0.38
H 2.93 -0.20 1.20
H 1.78 -0.63 2.51
H 4.67 -1.00 2.48
H 3.51 -1.51 3.76
H 2.95 -4.83 2.50
H 2.56 -3.61 3.78
H 0.77 -2.92 2.51
H 1.22 -4.06 1.21
*
```

Properties
E_HOMO ... -6.3 eV
M ... 485.99 g/mol
Electronic energy ... -2252.34968 a.u.
Largest force on an atom ... 2.9 eV/A